[1]
Computed, not measured: a molecular structure, C16H24N2NiSi, with wB97M-V/def2-TZVPD.

Output
Total energy = -2531.2201 a.u.
F_max = 4.76 eV/A
Kohn-Sham gap (alpha / beta) = 0.07308 / 0.22121 Ha
E_LUMO (alpha / beta) = 5.5 / 5.5 eV

```
! wB97M-V def2-TZVPD RIJCOSX def2/J DEFGRID3
* xyz -2 3
C 0.68219 -0.23666 -4.00293
C 0.20321 -1.56704 -3.79584
C 0.52352 -1.95443 -2.46772
C 1.16749 -0.84687 -1.82742
C 1.23321 0.22656 -2.77604
Ni -0.60509 -0.23398 -2.43574
N 2.15920 2.45873 -1.02098
C -2.17958 0.46429 -2.53371
C -2.23960 -0.77385 -1.79582
H 0.36529 -2.93304 -2.01809
H -0.26981 -2.19692 -4.54486
H 1.55338 -0.83337 -0.81206
H 1.72429 1.16968 -2.57479
H 0.63670 0.32906 -4.92425
H -2.57103 -1.70134 -2.28284
H -2.30465 1.37398 -1.93623
H 1.23127 2.87870 -1.02676
H -2.33904 -0.74018 -0.71540
H -2.54655 0.49742 -3.57212
C 2.58422 1.83019 0.21207
Si 1.18730 1.34001 1.44998
C 2.10474 1.02656 3.03561
C -0.03126 2.75295 1.61215
N 0.37182 -0.11728 0.96107
C -0.49719 -0.89367 1.57894
C -0.84373 -2.18342 1.04291
C -1.80314 -2.98853 1.63864
C -2.43922 -2.58089 2.81992
C -2.10768 -1.34186 3.39986
C -1.16645 -0.50961 2.80085
H 3.27249 2.49980 0.74809
H 2.83094 3.09490 -1.44103
H 3.16060 0.92471 -0.02927
H 2.73138 1.88444 3.30005
H 1.41388 0.83446 3.86392
H 2.74736 0.14818 2.92806
H -0.60204 2.91456 0.68643
H -0.75539 2.54175 2.41030
H 0.48928 3.68482 1.86239
H -0.32757 -2.51047 0.13430
H -2.06135 -3.94945 1.18281
H -3.18499 -3.21597 3.29353
H -2.58267 -1.02069 4.32539
H -0.91571 0.45376 3.24668
*
```

Results of the Löwdin charge analysis, in e, for atoms 1 through 8: C -0.20; C -0.19; C -0.18; C -0.18; C -0.22; Ni 0.25; N -0.11; C -0.29


[2]
Computed, not measured: a molecular structure, C16H24N2O3Ru, with wB97M-V/def2-TZVPD.

Output
Total energy = -1054.0241 a.u.
F_max = 0.12 eV/A
Kohn-Sham gap (alpha / beta) = 0.33921 / 0.25178 Ha
E_LUMO (alpha / beta) = -3.1 / -5.7 eV
Energy relative to the best compared isomer or geometry (same formula, charge and spin) = 0.0 kcal/mol

```
! wB97M-V def2-TZVPD RIJCOSX def2/J DEFGRID3
* xyz 1 2
Ru -0.15799 0.09064 -0.49794
C -1.90623 -2.58278 0.46531
C -1.02110 -1.44774 0.89913
C 0.41413 -1.62453 0.86820
C 0.95283 -2.99520 0.55086
C 1.25646 -0.52075 1.13130
C 2.75276 -0.61347 1.00885
C 0.68721 0.75289 1.49673
C 1.58446 1.91978 1.80998
C -0.71108 0.89582 1.57104
C -1.30051 2.21372 2.00755
C -1.58093 -0.20314 1.24753
C -3.07185 -0.00062 1.31763
H -2.35895 -3.05654 1.33940
H -1.35722 -3.33359 -0.09038
H -2.70019 -2.23186 -0.18786
H 0.82157 -3.25025 -0.50275
H 0.41073 -3.73806 1.13465
H 2.00191 -3.09815 0.80067
H 3.21759 -0.44711 1.98220
H 3.12818 0.15135 0.32964
H 3.08712 -1.57288 0.63456
H 1.83413 1.91841 2.87433
H 1.10802 2.86941 1.58294
H 2.51630 1.87729 1.25509
H -1.31632 2.94917 1.19949
H -0.71222 2.64129 2.81641
H -2.31686 2.09538 2.36845
H -3.39098 0.04699 2.36104
H -3.61820 -0.81024 0.84870
H -3.37915 0.92988 0.84170
N -1.16168 1.58466 -1.61883
C -0.15343 2.52223 -2.16192
C 1.05010 1.70191 -2.58790
O 1.79274 2.01386 -3.47822
N 1.16559 0.52322 -1.84425
C 1.64117 -0.65278 -2.52471
C 0.40826 -1.60164 -2.65815
O 0.46809 -2.62174 -3.27950
O -0.65199 -1.15797 -1.99924
H -1.62191 1.08405 -2.37893
H -1.88305 2.08328 -1.10833
H 0.13924 3.22086 -1.37676
H -0.51584 3.08943 -3.01714
H 2.38476 -1.18624 -1.92837
H 2.06432 -0.42823 -3.50220
*
```

Results of the Löwdin charge analysis, in e, for atoms 1 through 8: Ru 1.33; C -0.01; C -0.24; C -0.22; C 0.00; C -0.24; C -0.02; C -0.25


[3]
Computed, not measured: a molecular structure, C16H24N2O5RuS5, with wB97M-V/def2-TZVPD.

Output
Total energy = -3195.3620 a.u.
F_max = 1.04 eV/A
Kohn-Sham gap (alpha / beta) = 0.28979 / 0.23784 Ha
E_LUMO (alpha / beta) = -3.0 / -5.1 eV

```
! wB97M-V def2-TZVPD RIJCOSX def2/J DEFGRID3
* xyz 1 6
Ru -0.04121 0.29000 0.09970
C 2.83487 0.25913 -2.27650
C 3.49497 -0.38067 -1.07069
S 2.27862 -1.25660 -0.00628
C 3.10928 -1.03905 1.62101
C 2.15896 -1.36998 2.75615
S 0.52263 -0.53995 2.69411
C 0.83231 1.05579 3.54217
C 1.69493 2.07290 2.81935
S 0.95855 2.67120 1.23948
C 2.48319 2.85035 0.22337
C 2.15928 2.92301 -1.25682
S 1.42846 1.39840 -1.96912
H 2.37215 -0.51130 -2.89804
H 3.57403 0.80165 -2.86613
H 4.02520 0.34947 -0.46203
H 4.21172 -1.13140 -1.41094
H 3.48572 -0.01795 1.68632
H 3.96042 -1.72382 1.64562
H 2.61554 -1.13238 3.71718
H 1.91002 -2.43091 2.73674
H 1.29196 0.81546 4.50023
H -0.16995 1.45006 3.71872
H 2.68057 1.67239 2.59276
H 1.81560 2.95035 3.45664
H 3.13442 2.00685 0.44830
H 2.96995 3.77530 0.54034
H 3.04652 3.18345 -1.83496
H 1.39056 3.67610 -1.43447
O -2.67798 -1.59735 -5.49393
C -2.27135 -1.28200 -4.41306
C -2.64061 -0.04431 -3.61253
O -3.59719 0.67737 -3.80536
C -1.69490 0.01748 -2.48998
C -0.97491 -1.23113 -2.38320
O -0.28038 -1.52742 -1.39122
C -1.23888 -2.05493 -3.58700
O -0.73906 -3.09916 -3.91508
O -1.50959 0.98598 -1.71715
C -3.43203 3.54114 -1.15023
N -2.85433 2.75543 -0.08411
C -3.18098 1.48673 0.15131
S -2.26898 0.63673 1.33504
N -4.24046 0.94468 -0.42420
C -4.65256 -0.42973 -0.28543
H -2.91533 4.49301 -1.20523
H -4.48823 3.73670 -0.95521
H -3.32536 3.02951 -2.11057
H -2.00242 3.08377 0.35263
H -4.70850 1.47296 -1.15087
H -3.93836 -0.96427 0.33898
H -4.69601 -0.89347 -1.27166
H -5.63993 -0.48603 0.17651
*
```

Results of the Löwdin charge analysis, in e, for atoms 1 through 8: Ru 0.76; C -0.48; C -0.48; S 0.88; C -0.49; C -0.49; S 0.80; C -0.50


[4]
Computed, not measured: a molecular structure, C16H24N3, with wB97M-V/def2-TZVPD.

Output
Total energy = -787.9956 a.u.
F_max = 3.78 eV/A
Kohn-Sham gap = 0.29587 Ha
E_LUMO = -3.4 eV
Energy relative to the best compared isomer or geometry (same formula, charge and spin) = 101.0 kcal/mol

```
! wB97M-V def2-TZVPD RIJCOSX def2/J DEFGRID3
* xyz 1 1
C -2.93258 0.55520 -1.68285
N -2.90930 0.76451 -0.24024
C -4.25745 0.78690 0.33871
C -1.77441 0.59213 0.47475
H -3.87520 0.93717 -2.09284
H -2.07175 1.07454 -2.13012
H -2.87704 -0.52352 -1.92885
H -4.97184 1.07662 -0.44961
H -4.57855 -0.20420 0.70389
H -4.30754 1.50846 1.16513
H -1.92280 0.72635 1.55541
H -1.02013 0.01331 -0.09706
C 0.81591 0.92829 -1.90423
C 1.37719 -0.31210 -1.29260
C 1.53597 -0.43043 0.10804
N 1.08129 0.61665 0.90968
C -0.01283 1.43181 0.55251
N -0.10518 2.31904 1.56667
C -1.00773 3.42325 1.59997
C 0.91081 2.14239 2.50505
C 1.66934 1.11121 2.08489
C 1.93733 -1.63460 0.69719
C 1.83752 -1.86234 2.17403
C 2.26733 -2.67971 -0.16088
C 2.14923 -2.59119 -1.55039
C 2.43162 -3.78732 -2.39024
C 1.73163 -1.38223 -2.11490
H 0.15182 0.67527 -2.75715
H 0.24139 1.58146 -1.12276
H 1.58758 1.60490 -2.31159
H -1.78395 3.32363 0.83927
H -1.42846 3.49376 2.60171
H -0.47981 4.35039 1.36188
H 0.92065 2.66908 3.45569
H 2.53841 0.68224 2.56168
H 1.86459 -2.95438 2.31873
H 2.67414 -1.40807 2.73401
H 0.88197 -1.48541 2.58704
H 2.59320 -3.61304 0.27671
H 2.38350 -3.50905 -3.44802
H 3.43459 -4.15132 -2.14117
H 1.69115 -4.56741 -2.16199
H 1.60841 -1.29224 -3.19519
*
```

Results of the Löwdin charge analysis, in e, for atoms 1 through 8: C -0.03; N -0.24; C -0.04; C 0.03; H 0.09; H 0.08; H 0.11; H 0.09


- Which value of total energy does entry 4 give?
  -787.9956 a.u.


- Which of these has the highest total energy?
  C16H24N3


- Which of these has the lowest total energy?
  C16H24N2O5RuS5


- What is the formula in the first record?
  C16H24N2NiSi